No. 1
The following is a DFT calculation (ωB97M-V/def2-TZVPD) of a cluster of 7 separate species, C5H23NO6 in total.

Geometry as XYZ:
```
35
Properties=species:S:1:pos:R:3
C 0.357 1.508 -3.232
C 0.231 0.556 -2.088
C 0.987 0.612 -0.995
C 0.836 -0.342 0.149
N 0.835 0.382 1.425
C 0.582 -0.530 2.544
H 0.213 1.026 -4.200
H 1.333 2.007 -3.275
H -0.350 2.328 -3.133
H -0.536 -0.200 -2.177
H 1.754 1.367 -0.875
H 1.684 -1.039 0.156
H -0.077 -0.946 0.030
H 0.121 1.102 1.422
H 0.618 0.078 3.456
H 1.400 -1.263 2.613
H -0.386 -1.046 2.474
O -1.394 2.265 0.779
H -1.871 1.551 0.270
H -2.074 2.778 1.214
O -2.705 -2.401 -0.949
H -2.024 -2.958 -0.504
H -2.740 -2.724 -1.859
O -2.991 0.268 -0.351
H -3.497 0.500 -1.147
H -2.835 -0.707 -0.434
O -0.976 -4.180 0.220
H -1.277 -4.880 0.806
H -0.222 -3.788 0.687
O 1.496 3.351 0.677
H 0.550 3.245 0.489
H 1.719 2.482 1.036
O 3.757 -0.517 1.724
H 2.993 0.085 1.636
H 4.493 0.028 1.412
```

- E_LUMO (eV) = 0.2
- charge = 0

***

No. 2
The following is a DFT calculation (ωB97M-V/def2-TZVPD) of a structure of composition C2H3FS2.

Geometry as XYZ:
```
8
Properties=species:S:1:pos:R:3
C 1.171 0.149 -0.302
C -1.040 -0.186 0.299
F -2.341 -0.131 -0.271
S 0.132 -1.402 -0.351
S -0.197 1.363 -0.236
H 1.820 0.258 0.685
H 1.777 0.411 -1.241
H -1.322 -0.461 1.416
```

- E_LUMO (eV) = -0.1
- charge = 0

***

No. 3
The following is a DFT calculation (ωB97M-V/def2-TZVPD) of the molecule H2NO2P.

Geometry as XYZ:
```
6
Properties=species:S:1:pos:R:3
N -0.316 -1.329 0.818
P -0.097 0.310 0.949
O 1.049 0.533 -0.169
O -1.519 0.256 -0.143
H 1.724 -0.008 -0.616
H -0.841 0.238 -0.839
```

- E_LUMO (alpha / beta) (eV) = -1.8 / -1.7
- charge = 0

***

No. 4
The following is a DFT calculation (ωB97M-V/def2-TZVPD) of a cluster of 2 separate species, C25H46Cl3FN2O11S2 in total.

Geometry as XYZ:
```
90
Properties=species:S:1:pos:R:3
H -1.317 -3.499 -3.218
N -1.530 -4.196 -2.476
C -0.759 -3.948 -1.330
C -1.047 -5.131 -0.180
C 0.330 -2.751 -1.235
N -0.100 -1.359 -0.882
C -1.099 -1.038 -1.962
C -1.476 0.508 -2.263
C -2.125 0.512 -3.809
C -2.726 1.113 -1.330
C 1.143 -0.429 -0.809
C 2.257 -0.489 -2.010
O 3.091 0.705 -2.170
C 2.447 1.750 -2.980
O 3.348 2.947 -2.886
C 2.740 3.981 -2.021
C 3.956 4.913 -1.369
O 5.238 4.163 -1.393
C 1.736 -0.468 0.762
S 2.284 1.359 0.963
S 3.441 -1.231 0.896
O 3.599 -2.642 0.301
O 4.568 -0.325 0.279
F 3.826 -1.321 2.600
C 0.505 -1.001 1.772
C 0.620 -2.566 2.223
C 0.085 -2.993 3.703
C -1.536 -3.403 3.745
C -2.462 -2.343 4.580
O -2.369 -2.557 6.034
C 0.290 0.075 2.987
O -0.492 1.305 2.629
C -0.828 1.941 3.929
O -1.241 3.344 3.769
C -0.713 3.944 2.532
C -0.798 5.598 2.761
O 0.405 6.163 2.115
C -0.641 -1.050 0.537
C -2.181 -1.459 0.925
O -2.910 -2.471 0.481
O -2.874 -0.522 1.873
H -1.776 -5.966 -0.556
H 0.011 -5.667 -0.039
H -1.482 -4.704 0.816
H 0.905 -2.828 -2.280
H 1.152 -3.099 -0.442
H -2.140 -1.614 -1.857
H -0.631 -1.457 -2.979
H -0.593 1.270 -2.329
H -2.999 -0.296 -3.873
H -2.531 1.568 -4.112
H -1.237 0.200 -4.543
H -3.328 1.892 -2.004
H -3.430 0.258 -0.945
H -2.273 1.713 -0.419
H 0.890 0.739 -0.848
H 1.638 -0.601 -3.025
H 2.892 -1.487 -1.934
H 2.376 1.501 -4.123
H 1.411 2.107 -2.565
H 2.106 4.692 -2.724
H 2.137 3.560 -1.109
H 3.715 5.095 -0.217
H 4.017 5.973 -1.862
H 5.870 4.805 -1.870
H 1.140 2.193 0.763
H -0.079 -3.173 1.470
H 1.674 -3.065 2.111
H 0.639 -4.017 3.972
H 0.385 -2.258 4.580
H -1.627 -4.445 4.320
H -1.954 -3.633 2.653
H -3.594 -2.577 4.279
H -2.296 -1.214 4.322
H -2.279 -1.633 6.428
H -0.354 -0.330 3.908
H 1.314 0.418 3.499
H 0.117 1.951 4.651
H -1.657 1.326 4.525
H 0.448 3.733 2.355
H -1.391 3.570 1.651
H -0.737 5.745 3.930
H -1.812 5.946 2.288
H 0.334 6.143 1.114
H -0.784 0.133 0.388
Cl -1.037 -1.846 -5.549
C -1.755 -1.616 -7.152
Cl -3.507 -1.386 -7.022
Cl -1.006 -0.238 -7.978
H -1.569 -2.515 -7.745
```

- E_LUMO (eV) = -1.0
- charge = 0

***

No. 5
The following is a DFT calculation (ωB97M-V/def2-TZVPD) of the molecule C21H23BrN2O2.

Geometry as XYZ:
```
49
Properties=species:S:1:pos:R:3
C 3.302 -2.490 -2.106
O 2.056 -2.607 -1.462
C 0.939 -2.168 -2.108
C 0.953 -1.489 -3.323
C -0.228 -1.049 -3.898
C -1.429 -1.296 -3.260
Br -3.053 -0.679 -4.042
C -1.464 -1.985 -2.059
C -0.289 -2.425 -1.476
C -0.340 -3.108 -0.134
N -0.511 -2.140 0.931
C -1.720 -1.899 1.494
O -2.711 -2.536 1.202
C -1.715 -0.803 2.543
C -2.741 0.281 2.202
C -2.462 0.954 0.851
C -1.048 1.410 0.699
C -0.165 0.979 -0.248
N 1.055 1.582 -0.094
C 2.204 1.371 -0.923
C 0.977 2.431 0.975
C 1.942 3.263 1.530
C 1.578 4.030 2.615
C 0.283 3.977 3.138
C -0.677 3.153 2.595
C -0.338 2.356 1.502
H 3.308 -3.010 -3.069
H 4.020 -2.963 -1.438
H 3.585 -1.443 -2.254
H 1.881 -1.289 -3.835
H -0.207 -0.516 -4.835
H -2.402 -2.178 -1.561
H 0.578 -3.675 0.036
H -1.207 -3.772 -0.085
H 0.255 -1.510 1.106
H -0.722 -0.362 2.639
H -1.988 -1.259 3.497
H -2.732 1.027 2.998
H -3.732 -0.173 2.167
H -2.685 0.249 0.048
H -3.138 1.807 0.744
H -0.324 0.280 -1.047
H 1.924 0.728 -1.757
H 2.573 2.320 -1.318
H 3.011 0.893 -0.358
H 2.942 3.311 1.123
H 2.303 4.688 3.070
H 0.036 4.601 3.985
H -1.676 3.131 3.002
```

- E_LUMO (eV) = 0.4
- charge = 0

***

No. 6
The following is a DFT calculation (ωB97M-V/def2-TZVPD) of a structure of composition C18H31N4O5Tc.

Geometry as XYZ:
```
59
Properties=species:S:1:pos:R:3
Tc 0.583 -0.734 -1.291
C -1.221 -3.286 -1.899
O 0.050 -2.539 -2.076
C 1.073 -3.143 -2.951
C 2.379 -2.989 -2.223
O 2.444 -1.601 -1.731
C 3.557 -0.770 -2.256
H -0.971 -4.288 -1.559
H -1.744 -3.296 -2.850
H -1.810 -2.751 -1.163
H 1.052 -2.622 -3.907
H 0.830 -4.191 -3.114
H 3.219 -3.177 -2.889
H 2.448 -3.637 -1.354
H 4.488 -1.282 -2.031
H 3.525 0.180 -1.729
H 3.440 -0.634 -3.328
C -2.856 2.332 0.372
C -1.660 3.190 -0.022
C -0.947 2.887 -1.395
C 0.085 3.982 -1.703
C 0.762 3.845 -3.071
C -2.052 2.810 -2.473
O -2.416 3.774 -3.061
N -2.679 1.553 -2.685
C -2.223 0.339 -2.290
O -2.675 -0.738 -2.549
N -1.007 0.428 -1.524
C -0.335 1.573 -1.280
O 0.879 1.275 -0.937
H -3.182 2.639 1.365
H -2.626 1.261 0.425
H -3.707 2.471 -0.295
H -0.886 3.150 0.748
H -1.964 4.232 -0.113
H 0.829 3.968 -0.904
H -0.430 4.938 -1.633
H 1.183 2.845 -3.230
H 1.579 4.557 -3.150
H 0.071 4.058 -3.882
H -3.489 1.540 -3.299
N 0.490 -1.152 0.567
C 0.422 -1.395 1.723
N 0.350 -1.662 2.944
C 1.590 -1.902 3.777
C 1.639 -0.856 4.883
C 0.349 -0.862 5.704
C -0.875 -0.622 4.819
C -0.961 -1.644 3.694
H 2.463 -1.876 3.128
H 1.481 -2.906 4.187
H 1.807 0.130 4.440
H 2.505 -1.086 5.503
H 0.401 -0.094 6.471
H 0.247 -1.815 6.230
H -0.850 0.386 4.395
H -1.798 -0.709 5.393
H -1.765 -1.433 2.991
H -1.090 -2.653 4.087
```

- E_LUMO (alpha / beta) (eV) = -12.2 / -12.8
- charge = +3
- ⟨S²⟩ = 3.774
- multiplicity = 4

***

No. 7
The following is a DFT calculation (ωB97M-V/def2-TZVPD) of the molecule C4H7N.

Geometry as XYZ:
```
12
Properties=species:S:1:pos:R:3
C -1.090 -0.043 -1.024
C 0.250 0.522 -0.532
C 0.967 -0.261 0.587
C 0.169 -0.469 1.839
N -0.427 -0.730 2.791
H -1.384 0.629 -1.831
H -1.730 -0.004 -0.143
H -1.067 -1.064 -1.405
H 0.064 1.481 -0.049
H 0.994 0.690 -1.310
H 1.787 0.428 0.792
H 1.466 -1.181 0.285
```

- E_LUMO (eV) = 0.8
- charge = 0

***

No. 8
The following is a DFT calculation (ωB97M-V/def2-TZVPD) of a structure of composition C31H34Ge2N3OSV.

Geometry as XYZ:
```
73
Properties=species:S:1:pos:R:3
V 0.485 -0.621 0.569
C 4.109 0.470 -2.862
N 3.373 -0.785 -2.767
C 3.005 -1.558 -3.836
C 2.184 -2.501 -3.354
N 1.997 -2.279 -2.009
C 2.729 -1.205 -1.659
S 2.929 -0.412 -0.174
C 1.081 -3.107 -1.207
C 0.658 -4.278 -1.798
C -0.476 -4.880 -1.148
C -1.143 -4.327 -0.085
C -0.646 -3.027 0.511
N 0.606 -2.526 -0.116
H 4.337 0.694 -3.936
H 5.045 0.470 -2.304
H 3.501 1.282 -2.507
H 3.325 -1.397 -4.874
H 1.734 -3.323 -3.893
H 1.127 -4.714 -2.648
H -0.790 -5.868 -1.501
H -1.952 -4.817 0.490
H -0.476 -3.277 1.573
O -1.631 -0.358 -1.626
C -0.966 -0.550 -0.671
C -3.958 -3.043 -1.540
Ge -3.495 -2.141 0.129
C -4.175 -3.259 1.514
C -4.270 -0.399 0.156
C -1.559 -1.738 0.520
H -4.707 -3.773 -1.317
H -3.100 -3.507 -1.987
H -4.227 -2.280 -2.262
H -3.632 -3.165 2.452
H -4.134 -4.279 1.162
H -5.195 -2.963 1.748
H -5.352 -0.270 0.343
H -4.112 0.090 -0.811
H -3.737 0.170 0.917
H -1.674 -1.272 1.518
C 0.325 2.050 -1.912
Ge 0.095 1.774 -0.029
C -1.390 2.927 0.544
C -2.672 2.746 -0.032
C -3.620 3.728 0.119
C -3.354 4.874 0.882
C -2.109 5.082 1.442
C -1.150 4.101 1.295
C 1.750 2.478 0.809
C 2.725 3.223 0.182
C 4.001 3.398 0.721
C 4.397 2.687 1.819
C 3.433 1.918 2.541
C 3.796 1.093 3.645
C 2.911 0.235 4.233
C 1.584 0.184 3.773
C 1.204 0.975 2.724
C 2.118 1.814 2.025
H 0.405 3.109 -2.228
H -0.508 1.598 -2.475
H 1.288 1.564 -2.124
H -2.921 1.864 -0.623
H -4.657 3.691 -0.235
H -4.116 5.602 1.107
H -1.944 5.930 2.086
H -0.166 4.261 1.746
H 2.469 3.764 -0.743
H 4.743 4.000 0.187
H 5.445 2.721 2.156
H 4.807 1.183 4.002
H 3.287 -0.389 5.018
H 0.822 -0.412 4.242
H 0.184 0.950 2.398
```

- E_LUMO (alpha / beta) (eV) = 0.1 / 0.2
- charge = 0
- ⟨S²⟩ = 2.054
- multiplicity = 3

***

No. 9
The following is a DFT calculation (ωB97M-V/def2-TZVPD) of a cluster of 4 separate species, C5H20N2O3S in total.

Geometry as XYZ:
```
31
Properties=species:S:1:pos:R:3
C 1.949 2.423 -0.912
N 1.783 0.983 -0.890
C 0.420 0.560 -0.542
C 0.291 -0.963 -0.464
N -0.869 -1.458 -1.167
C 0.194 -1.406 1.013
C 0.487 -2.911 1.144
S 0.012 -3.542 2.777
H 1.303 2.976 -1.594
H 1.800 2.804 0.102
H 2.989 2.636 -1.176
H 2.241 0.494 -1.643
H -0.248 1.091 -1.233
H 0.235 1.085 0.401
H 1.180 -1.403 -0.920
H -0.900 -1.524 -2.169
H -1.693 -1.746 -0.676
H 0.831 -0.823 1.669
H -0.879 -1.249 1.175
H -0.089 -3.443 0.395
H 1.571 -2.986 1.066
H -0.036 -2.400 3.443
O 1.864 1.283 2.584
H 2.800 1.477 2.436
H 1.536 1.198 1.682
O -3.654 0.106 -0.363
H -3.316 -0.671 -0.829
H -2.820 0.594 -0.263
O -2.623 2.374 -1.605
H -3.420 2.665 -1.151
H -2.938 1.773 -2.289
```

- E_LUMO (eV) = 0.6
- charge = 0

***

No. 10
The following is a DFT calculation (ωB97M-V/def2-TZVPD) of the molecule C4H9NO.

Geometry as XYZ:
```
15
Properties=species:S:1:pos:R:3
C -0.691 0.726 2.112
C 0.123 -0.288 1.325
C 0.248 0.199 -0.110
O 0.341 1.394 -0.337
N 0.209 -0.732 -1.108
C 0.327 -0.326 -2.496
H -1.738 0.770 1.789
H -0.648 0.524 3.182
H -0.299 1.742 1.950
H 1.132 -0.357 1.755
H -0.265 -1.323 1.357
H 0.189 -1.716 -0.884
H -0.528 -0.679 -3.089
H 0.340 0.769 -2.506
H 1.258 -0.702 -2.940
```

- E_LUMO (eV) = 0.9
- charge = 0

***

No. 11
The following is a DFT calculation (ωB97M-V/def2-TZVPD) of the molecule C3H5NO.

Geometry as XYZ:
```
10
Properties=species:S:1:pos:R:3
C 0.122 -1.374 1.046
O 0.801 -0.698 -0.023
C 0.090 0.242 -0.631
N -1.024 0.444 -1.162
C -0.032 1.621 -1.007
H 0.454 -2.413 1.054
H -0.961 -1.320 0.909
H 0.410 -0.885 1.984
H 0.443 2.011 -1.906
H -0.301 2.373 -0.263
```

- E_LUMO (eV) = 1.0
- charge = 0

***

No. 12
The following is a DFT calculation (ωB97M-V/def2-TZVPD) of a structure of composition C29H35F6N7O4RuS2.

Geometry as XYZ:
```
84
Properties=species:S:1:pos:R:3
Ru 0.108 0.511 -0.410
C -0.688 3.492 -0.291
N -0.327 2.545 0.776
C -1.440 2.369 1.710
C 0.924 2.890 1.404
C 0.980 3.654 2.557
C 2.193 3.874 3.197
C 3.339 3.297 2.668
C 3.287 2.544 1.505
C 2.081 2.351 0.813
N 1.908 1.547 -0.313
C 2.951 1.354 -1.224
C 4.089 2.164 -1.342
C 5.098 1.857 -2.238
C 5.011 0.740 -3.058
C 3.855 -0.024 -3.016
C 2.832 0.290 -2.136
N 1.553 -0.391 -2.200
C 1.656 -1.848 -2.338
C 0.796 0.144 -3.353
H -1.013 4.449 0.133
H -1.501 3.081 -0.898
H 0.182 3.656 -0.928
H -1.985 3.303 1.885
H -1.061 2.011 2.667
H -2.138 1.625 1.326
H 0.071 4.075 2.964
H 2.237 4.479 4.090
H 4.291 3.430 3.164
H 4.193 2.083 1.138
H 4.177 3.058 -0.744
H 5.962 2.504 -2.294
H 5.807 0.492 -3.743
H 3.739 -0.856 -3.697
H 1.979 -2.149 -3.340
H 0.677 -2.299 -2.158
H 2.380 -2.232 -1.617
H 1.310 -0.091 -4.292
H 0.721 1.229 -3.263
H -0.204 -0.292 -3.373
N -2.471 -6.288 -3.576
C -2.383 -5.226 -3.153
C -2.251 -3.896 -2.616
C -2.638 -2.789 -3.370
C -2.493 -1.510 -2.866
C -1.941 -1.324 -1.598
C -1.595 -2.440 -0.828
C -1.739 -3.719 -1.333
H -3.056 -2.938 -4.356
H -2.796 -0.650 -3.447
H -1.266 -2.285 0.190
H -1.478 -4.583 -0.738
N 1.719 -1.783 3.933
C 2.694 -1.647 2.784
C 2.162 -0.624 1.798
N 0.812 -0.945 1.343
C -0.117 -1.078 2.467
C 0.329 -2.139 3.453
H 1.675 -0.888 4.432
H 2.057 -2.476 4.605
H 2.776 -2.643 2.346
H 3.656 -1.361 3.206
H 2.831 -0.554 0.939
H 2.137 0.375 2.248
H 0.823 -1.808 0.796
H -1.134 -1.281 2.116
H -0.151 -0.107 2.970
H 0.415 -3.124 2.991
H -0.314 -2.207 4.329
F -4.377 3.557 -0.259
C -4.894 2.383 0.064
F -4.812 2.202 1.375
F -6.151 2.304 -0.333
S -3.868 1.004 -0.837
O -1.775 -0.088 -1.119
O -3.964 1.411 -2.219
N -4.655 -0.293 -0.506
S -4.505 -1.054 0.905
O -5.663 -0.848 1.711
O -3.196 -0.878 1.487
C -4.598 -2.840 0.323
F -4.515 -2.945 -0.992
F -5.736 -3.373 0.736
F -3.586 -3.520 0.870
```

- E_LUMO (alpha / beta) (eV) = -3.4 / -5.2
- charge = +1
- ⟨S²⟩ = 8.768
- multiplicity = 6

***

> The highest charge belongs to which entry?

C18H31N4O5Tc

***

> The highest charge belongs to which entry?

C18H31N4O5Tc